Entry 1:
Density functional theory data (the ωB97M-V functional and the def2-TZVPD basis) for a molecular structure, C45H28N11O9RbSSe.

Element x y z (Å)
Rb 0.30 0.33 0.20
O -3.05 0.06 4.15
C -3.31 1.35 4.30
C -4.61 1.75 4.65
C -5.00 3.07 4.94
C -3.99 4.03 4.89
C -2.68 3.71 4.56
C -2.34 2.39 4.18
C -0.99 2.02 3.69
O -0.83 0.74 3.34
N -0.06 2.89 3.56
N 1.16 2.33 3.01
C 1.65 2.99 2.03
C 1.09 4.15 1.33
C 0.69 5.35 1.88
C 0.31 6.45 1.11
C 0.36 6.34 -0.28
C 0.78 5.14 -0.83
C 1.14 4.00 -0.09
O 1.44 2.89 -0.69
H -1.68 0.21 3.68
H -5.33 0.94 4.68
H -6.02 3.23 5.22
H -4.21 5.03 5.20
H -1.98 4.51 4.51
H 2.63 2.61 1.73
H 0.70 5.48 2.96
H 0.07 7.38 1.61
H 0.09 7.18 -0.89
H 0.86 5.08 -1.90
Se -7.54 -1.38 -3.85
N -7.05 -0.85 -2.24
C -5.77 -0.72 -2.23
C -4.98 -0.29 -1.08
C -5.58 -0.06 0.15
C -4.83 0.25 1.22
C -3.45 0.44 1.04
N -2.84 0.16 -0.11
C -3.59 -0.25 -1.15
C -2.89 -0.62 -2.41
N -1.56 -0.65 -2.38
C -0.92 -0.98 -3.48
C -1.57 -1.22 -4.69
C -2.93 -1.19 -4.70
C -3.64 -0.96 -3.53
C -5.10 -1.04 -3.47
N -5.84 -1.44 -4.45
H -6.66 -0.09 0.24
H -5.24 0.45 2.20
H -2.83 0.74 1.87
H 0.14 -1.03 -3.36
H -1.01 -1.42 -5.58
H -3.50 -1.32 -5.62
N 3.44 0.12 -4.40
C 2.83 0.86 -5.44
C 3.19 0.63 -6.75
C 2.75 1.51 -7.71
C 1.84 2.52 -7.44
C 1.42 2.71 -6.13
C 1.96 1.89 -5.13
S 1.68 2.21 -3.37
N 1.95 0.69 -2.65
C 2.78 -0.12 -3.18
C 3.22 -1.34 -2.41
C 4.54 -1.77 -2.42
C 4.85 -2.97 -1.78
C 3.86 -3.66 -1.09
C 2.58 -3.12 -1.12
N 2.27 -2.02 -1.78
H 3.99 -0.63 -4.73
H 3.94 -0.13 -7.02
H 3.14 1.43 -8.71
H 1.44 3.11 -8.27
H 0.69 3.45 -5.88
H 5.32 -1.21 -2.91
H 5.86 -3.33 -1.76
H 4.06 -4.56 -0.49
H 1.78 -3.55 -0.53
O 2.56 -1.87 1.59
C 1.75 -2.72 1.95
O 0.60 -2.91 1.49
C 2.22 -3.73 3.09
C 3.30 -3.41 3.91
C 3.68 -4.30 4.91
C 3.01 -5.48 5.13
C 1.91 -5.78 4.31
C 1.52 -4.91 3.30
N 1.25 -7.02 4.53
O 0.22 -7.24 3.88
O 1.70 -7.81 5.39
N 4.74 -4.04 5.84
O 4.85 -4.74 6.81
O 5.49 -3.10 5.62
H 3.84 -2.50 3.67
H 3.32 -6.15 5.91
H 0.63 -5.13 2.71

Output
* charge: -2
* highest occupied orbital energy: -0.0711 Ha
* frontier orbital gap: 4.656 eV

Entry 2:
Density functional theory data (the ωB97M-V functional and the def2-TZVPD basis) for a molecular structure, C25H15Br4N4O2S3Tc.

Element x y z (Å)
Tc 0.24 -0.39 1.54
S 1.16 -2.41 0.75
C 0.11 -2.57 -0.61
N 0.24 -3.65 -1.42
N -0.21 -3.52 -2.65
C 0.08 -2.53 -3.65
C -0.44 -2.79 -4.92
C -0.18 -1.93 -5.97
C 0.60 -0.80 -5.78
C 1.12 -0.55 -4.52
C 0.87 -1.40 -3.45
N -0.90 -1.71 -0.88
N -1.09 -0.83 0.04
C -2.11 0.13 -0.34
C -2.17 0.61 -1.64
C -3.12 1.56 -1.97
C -4.02 2.01 -1.01
C -3.97 1.51 0.28
C -3.01 0.56 0.62
H -0.47 -4.40 -3.03
H -1.04 -3.68 -5.07
H -0.60 -2.15 -6.95
H 0.79 -0.12 -6.60
H 1.74 0.33 -4.35
H 1.31 -1.17 -2.50
H -1.45 0.25 -2.37
H -3.15 1.96 -2.98
H -4.76 2.76 -1.27
H -4.67 1.85 1.04
H -2.96 0.16 1.63
S 2.18 0.31 2.72
C 3.28 0.93 1.50
C 4.61 1.17 1.84
C 5.51 1.65 0.89
C 5.08 1.90 -0.41
C 3.75 1.68 -0.74
C 2.84 1.20 0.21
S 1.15 0.97 -0.24
H 4.94 0.97 2.85
H 6.55 1.82 1.16
H 5.77 2.26 -1.16
H 3.39 1.89 -1.74
Br -1.91 -0.34 8.20
C -1.63 0.15 6.39
C -2.00 1.41 5.92
Br -2.83 2.66 7.07
C -1.75 1.76 4.58
Br -2.20 3.44 3.84
C -1.14 0.86 3.72
O -0.85 1.13 2.45
C -0.82 -0.42 4.18
O -0.30 -1.25 3.25
C -1.04 -0.77 5.50
Br -0.53 -2.51 6.00

Output
* multiplicity: 4
* charge: -1
* highest occupied orbital energy (spin up / spin down): -0.1710 / -0.1725 Ha
* frontier orbital gap (spin up / spin down): 5.883 / 5.575 eV

Entry 3:
Density functional theory data (the ωB97M-V functional and the def2-TZVPD basis) for 3 unconnected molecules or ions with the total composition C2H9N3O.

Element x y z (Å)
C 0.69 0.00 -0.72
N 1.84 -0.73 -0.97
C -1.81 1.42 0.07
N -0.93 1.71 1.01
N -2.17 0.16 -0.22
H 0.09 0.34 -1.57
H 0.85 0.89 -0.10
H 0.04 -0.65 -0.18
H 2.62 -0.24 -0.73
H -0.65 0.86 1.48
H 1.40 -2.61 1.78
H -2.27 2.34 -0.35
H -2.98 -0.16 -0.54
H 1.71 -1.53 -0.25
O 1.56 -1.79 1.29

Output
* charge: 0
* highest occupied orbital energy: -0.3086 Ha
* frontier orbital gap: 3.878 eV

Entry 4:
Density functional theory data (the ωB97M-V functional and the def2-TZVPD basis) for a molecular structure, C5H7IO3.

Element x y z (Å)
C 1.61 0.65 0.26
C -1.67 -0.41 -0.08
C 2.18 -0.48 0.01
C 1.59 -1.89 -0.14
C -2.29 0.70 0.63
O 1.26 1.71 0.65
O -1.07 -0.13 -1.24
O -2.49 1.88 -0.25
I 4.26 -0.20 -0.29
H 1.65 -2.24 -1.14
H 0.55 -1.96 0.25
H 2.30 -2.54 0.42
H -3.18 0.40 1.16
H -1.52 0.99 1.34
H -1.32 0.95 -1.55
H -1.86 2.59 -0.04

Output
* charge: 0
* highest occupied orbital energy: -0.3182 Ha
* frontier orbital gap: 8.225 eV

Entry 5:
Density functional theory data (the ωB97M-V functional and the def2-TZVPD basis) for a molecular structure, C20H34N6OPtSi2.

Element x y z (Å)
Pt -1.41 0.48 0.50
C -0.68 -3.35 -2.69
Si -0.15 -1.88 -1.66
C 1.47 -2.30 -0.83
C 0.09 -0.41 -2.80
C -1.34 -1.40 -0.29
C -1.36 -2.19 0.96
C -1.19 -3.57 1.09
C -1.17 -4.12 2.36
C -1.32 -3.29 3.47
C -1.51 -1.93 3.25
N -1.54 -1.41 2.04
Si -3.21 -0.74 -0.72
C -4.43 -0.44 0.68
C -3.35 0.52 -2.10
C -3.88 -2.34 -1.45
H 0.16 -3.63 -3.34
H -1.53 -3.12 -3.34
H -0.94 -4.22 -2.09
H 2.26 -2.40 -1.57
H 1.41 -3.23 -0.26
H 1.73 -1.49 -0.14
H 1.12 -0.38 -3.17
H -0.10 0.52 -2.27
H -0.58 -0.46 -3.67
H -1.07 -4.19 0.21
H -1.04 -5.19 2.49
H -1.28 -3.69 4.47
H -1.64 -1.24 4.08
H -4.22 0.47 1.25
H -4.42 -1.29 1.37
H -5.44 -0.36 0.25
H -2.94 1.49 -1.84
H -4.41 0.64 -2.34
H -2.84 0.16 -3.00
H -3.80 -3.17 -0.75
H -3.37 -2.62 -2.37
H -4.94 -2.18 -1.68
C 0.64 3.27 -0.91
N 1.94 2.91 -0.38
C 2.90 4.02 -0.35
C 4.16 3.68 0.41
C 4.53 2.25 0.08
N 3.45 1.39 0.51
C 3.76 0.14 1.18
C 2.16 1.68 0.18
O 1.24 0.87 0.39
H 0.20 4.08 -0.34
H -0.02 2.42 -0.85
H 0.74 3.58 -1.95
H 2.40 4.89 0.10
H 3.14 4.29 -1.39
H 3.99 3.76 1.48
H 4.96 4.38 0.13
H 5.44 1.95 0.60
H 4.71 2.15 -1.00
H 4.46 0.34 2.00
H 4.22 -0.58 0.50
H 2.85 -0.28 1.59
N 2.04 4.60 3.29
C 1.06 3.98 3.28
N -0.04 3.27 3.35
C -0.67 2.70 2.41
N -1.34 2.20 1.59

Output
* multiplicity: 3
* charge: 0
* highest occupied orbital energy (spin up / spin down): -0.2879 / -0.3139 Ha
* frontier orbital gap (spin up / spin down): 8.293 / 6.579 eV

Entry 6:
Density functional theory data (the ωB97M-V functional and the def2-TZVPD basis) for 2 unconnected molecules or ions with the total composition C5H12O2.

Element x y z (Å)
C 2.16 1.01 0.92
C 1.13 -0.05 1.30
C 0.59 -0.69 0.05
O -0.71 -1.24 0.18
C -0.52 -0.05 -0.64
C -0.94 -0.29 -2.06
O -2.77 0.12 0.89
H 2.95 0.56 0.31
H 1.68 1.80 0.34
H 2.61 1.46 1.81
H 1.57 -0.84 1.93
H 0.30 0.38 1.87
H 1.27 -1.30 -0.53
H -2.06 -0.55 0.96
H -0.86 0.89 -0.21
H -0.89 -1.36 -2.26
H -1.98 0.04 -2.20
H -0.31 0.26 -2.77
H -3.23 -0.15 0.09

Output
* charge: 0
* highest occupied orbital energy: -0.3832 Ha
* frontier orbital gap: 11.437 eV
* SMILES: CC[C@H]1O[C@@H]1C.O

What ΔE to the lowest compared entry with this formula, charge and spin values result from the calculations? In sequence: 0.0; 17.2; 211.4; 106.5; 19.5; 38.4 kcal per mole.